(1)
Here is 12 unconnected molecules or ions with the total composition C42H56N4O24 from the OMol25 dataset. Energies are from ωB97M-V with the def2-TZVPD basis set.

The SMILES is O=C1OCCO1.O=C1OCCO1.O=C1OCCO1.O=C1OCCO1.O=C1OCCO1.O=C1OCCO1.O=C1OCCO1.O=C1OCCO1.c1ccncc1.c1ccncc1.CCCC#N.CCCC#N. The value obtained for the frontier orbital gap is 10.032 eV. As for the HOMO energy: -0.359 Ha. The calculated total energy is -3658.84329 a.u.

Each line ends with the Mulliken charge.
Geometry (Å):
O 2.85296 1.88635 3.20806  -0.264
O 4.31200 -0.72981 0.76516  -0.627
O -3.91076 -3.33905 2.50327  -0.163
O 6.81453 0.35816 -3.35478  -0.370
O 4.48824 5.50684 -4.60373  -0.400
O 6.13939 2.36805 -2.73022  -0.547
O 4.93008 0.58847 -2.17857  -0.016
O -2.96894 0.00972 -4.99756  -0.608
O 3.92584 6.48795 -2.65854  -0.395
O 3.19856 -2.58883 0.07992  -0.454
O 0.13264 -1.92662 4.70919  -0.221
O 1.19041 1.46705 4.62226  -0.619
O -4.06105 -3.74504 -2.15179  -0.426
O -1.90997 -2.91241 4.57970  -0.381
O -0.10366 -4.13370 4.29508  -0.615
O -2.01034 -2.70699 1.50789  0.090
O -5.04682 -3.35768 -0.14707  -0.542
O 2.30178 -1.17814 1.59976  -0.125
O -2.76822 -4.81007 1.24723  -0.356
O -3.08904 2.18776 -4.44229  -0.380
O 5.43866 7.44268 -3.94375  -0.469
O -3.42718 -2.01500 -0.85648  0.029
O -1.45502 0.96884 -3.58797  -0.193
O 3.06674 0.22579 4.62679  -0.394
N -1.01196 4.88304 -1.60834  -0.380
N -3.15774 0.93139 2.14981  -0.578
N -0.12563 -4.31080 -2.64608  -0.203
N 0.15459 -0.39007 -0.95967  1.259
C 2.55264 -4.92710 -2.44227  -0.149
C 1.92444 -3.22319 0.51388  0.433
C 1.59455 -5.72272 -1.86367  -0.756
C 0.11641 1.44635 0.56781  -0.861
C 1.93324 1.23376 -0.90888  -0.541
C -0.56173 -3.04642 4.51797  0.694
C 3.01463 5.36024 -2.81681  0.014
C -4.06687 0.30456 1.80212  0.505
C -6.32405 -0.06606 2.52345  -0.648
C 5.95006 1.21063 -2.70557  0.455
C -0.82791 -0.86696 4.85379  -0.172
C 0.23105 5.71080 1.46128  -0.348
C 0.80100 -3.49674 -3.15701  -0.224
C 3.63780 4.51662 -3.88786  -0.002
C 4.17212 1.39653 2.92250  0.000
C 4.72171 6.56372 -3.75015  0.576
C -5.26594 -0.38124 1.47828  0.542
C -2.15686 -1.48304 4.40532  0.221
C -0.82122 5.61882 -0.74805  0.194
C 3.35364 -1.42388 0.80523  0.487
C 2.33484 1.24092 4.24501  0.768
C -6.56009 1.46860 2.64256  -1.198
C 1.43453 -2.35258 1.65486  0.743
C -0.46481 4.49281 1.97905  -0.456
C 4.29896 0.12898 3.80378  -0.136
C -0.41504 0.29777 -0.00098  -0.857
C -2.50725 0.95318 -4.38214  0.586
C 0.27708 -5.34713 -1.91494  -0.439
C 5.07129 -0.83125 -2.38771  0.292
C 1.30511 0.10901 -1.44084  -0.826
C -2.29495 3.21100 -3.89605  -0.199
C -2.53775 -1.98001 -1.99982  1.500
C -3.94563 -5.53009 1.78111  -0.343
C -3.22378 -2.91075 -2.98390  -0.327
C 1.30261 1.96009 0.11986  -0.354
C -4.19889 -3.05904 -0.93533  0.349
C 6.38593 -0.98232 -3.10986  -0.413
C 2.18310 -3.75843 -3.09702  -0.317
C -1.40228 2.38470 -3.00236  0.212
C -4.70905 -4.48795 2.54969  -0.541
C -0.61395 6.46673 0.46255  -0.641
C -2.80403 -3.56389 1.76358  0.025
H -5.11216 -1.46402 1.39931  -0.691
H -2.46420 -3.52310 -3.46778  0.358
H 0.43362 -2.57827 -3.65587  0.358
H -2.86589 3.89840 -3.31702  0.317
H -1.28298 4.72772 2.66715  0.459
H 5.13521 0.11486 4.44719  0.439
H 0.40048 -2.07266 1.58930  -0.443
H -2.99118 -1.15290 5.02416  0.486
H -4.61761 -5.89366 0.95195  0.241
H -4.84957 -4.79622 3.59220  0.312
H 1.68450 2.91434 0.46410  0.686
H -0.59855 -0.01646 4.18737  0.031
H 4.18156 -1.23073 -2.87356  -0.058
H -1.77096 3.74587 -4.68567  0.228
H 4.34202 3.85810 -3.40524  0.119
H 0.25473 3.88023 2.52083  0.015
H 2.92621 1.50004 -1.25117  0.680
H -2.46539 -1.22833 3.33432  -0.438
H -0.19229 7.40616 0.13496  0.409
H -1.34569 -0.21193 0.30556  0.122
H -1.79513 2.25054 -2.00841  0.023
H -5.65581 0.01805 0.55237  0.460
H 2.96644 4.85744 -1.86437  0.060
H -5.63711 1.92168 3.04788  0.306
H -0.94284 -0.53932 5.87975  0.332
H 4.35457 -0.77108 3.16902  -0.060
H 5.20606 -1.36155 -1.48476  0.007
H 4.20626 1.18700 1.84705  -0.030
H -5.69916 -4.23895 2.19214  0.282
H -6.81074 1.92892 1.67303  0.288
H 0.47982 6.39298 2.26199  0.430
H -1.62684 6.70964 0.88541  0.305
H -0.89675 3.89736 1.16934  0.013
H 1.19102 5.47876 0.96684  0.129
H 4.91965 2.11636 3.25570  0.363
H -0.34503 2.67604 -3.02786  0.086
H -0.52877 -5.80244 -1.38949  0.557
H 6.32153 -1.54851 -4.05956  0.313
H -3.58845 -6.35349 2.40539  0.411
H -0.48013 1.87920 1.32602  0.765
H -2.45242 -0.96794 -2.43630  -0.933
H 1.63151 -2.79472 2.64846  0.050
H -1.58540 -2.34533 -1.67765  -0.372
H 7.06257 -1.49519 -2.43236  0.258
H 1.83412 -6.65774 -1.43927  0.478
H -3.90086 -2.31025 -3.58353  0.324
H -7.34009 1.66852 3.36277  0.390
H 2.15684 -4.24992 0.75908  0.518
H 1.87671 -0.49474 -2.18036  -0.209
H 2.90101 4.01915 -4.56959  0.305
H -7.28328 -0.56875 2.27415  0.411
H 2.94715 -3.09887 -3.51476  0.413
H 3.63950 -5.10521 -2.39968  0.310
H 2.02905 5.66556 -3.18077  0.176
H 1.25033 -3.21641 -0.32420  -0.577
H -6.00194 -0.42714 3.48470  0.287

Atoms 1-6, force components in eV/Å:
O 0.9 0.6 -0.2
O 1.0 0.4 -0.5
O 0.9 0.4 0.0
O -0.6 -0.4 0.6
O -0.8 -0.3 0.8
O -0.1 1.9 0.4

(2)
Here is a molecular structure, C42H57MnN5O from the OMol25 dataset. Energies are from ωB97M-V with the def2-TZVPD basis set.

The spin multiplicity is 5. The relative energy (zero: lowest compared OMol25 entry of this formula, charge and spin) is 0.000 eV. The value obtained for the frontier orbital gap (alpha / beta) is 5.834 / 5.590 eV. The charge is +1. Its expectation value of S² is 6.06. As for the HOMO energy (alpha / beta): -0.343 / -0.341 Ha. The calculated total energy is -3134.56084 a.u.

Each line ends with the Mulliken charge.
Geometry (Å):
Mn 0.30711 0.29225 -0.04213  -0.107
O 1.90344 -1.79373 -1.77161  -0.126
N 0.00248 -0.32772 1.86464  -0.086
N 0.71422 1.66760 -1.44479  -0.290
N -1.59717 0.97780 -0.04919  -0.396
N -0.67539 -1.51029 -0.82806  0.048
N 2.24259 0.10371 0.29000  -0.615
C 0.91668 -0.95437 2.66834  -0.159
C -5.88021 -0.26858 1.02286  -0.918
C -0.91144 -0.69513 3.94972  1.230
C -0.94935 5.49876 -2.69025  -1.066
C -0.19135 2.37920 -2.17893  -0.017
C 1.87860 -2.59764 -2.94438  -0.855
C 1.78726 3.37460 -2.56856  0.792
C 1.11989 -1.73237 5.14219  -1.206
C 0.36108 -1.18617 3.97566  0.737
C -2.57795 0.74214 0.87196  -0.174
C -3.85663 -2.62702 -1.46339  -1.310
C 2.06412 -0.67349 5.72970  -1.156
C 2.87335 4.33725 -2.92805  -1.063
C 5.77407 0.04679 -0.93518  -1.340
C -1.91961 -0.70184 5.05460  -1.265
C -1.56041 2.16349 -2.16485  -0.883
C 0.46311 3.44812 -2.88882  0.565
C 1.94143 2.22045 -1.72241  -0.589
C 4.18338 -1.04020 0.77128  0.354
C -3.65117 1.54772 -0.93555  0.654
C 4.46757 -0.16378 -0.23841  1.035
C -0.24623 4.52423 -3.64809  -1.098
C -4.77012 1.02467 -3.12070  -1.045
C 3.25741 0.56472 -0.50533  -0.062
C -3.86805 1.11328 0.33887  0.858
C 5.08160 -2.05980 1.39143  -1.175
C -2.22315 1.51112 -1.14454  0.584
C 2.19049 -1.31121 2.26653  -0.859
C -5.15336 1.07789 1.10528  -1.217
C 2.80445 -0.82665 1.12715  0.753
C 4.81758 -3.45841 0.81697  -1.181
C -1.13436 -0.19735 2.61763  -0.469
C 3.52844 4.03232 -4.28137  -1.148
C -2.35293 0.25544 2.14508  -0.184
C -2.64137 -3.21671 -0.73744  2.432
C -2.75655 -1.98789 5.03203  -0.985
C -1.53736 -2.26524 -0.82032  -0.495
C 6.63198 1.09551 -0.21305  -1.227
C 3.14186 1.64721 -1.35925  -0.632
C -2.92528 -3.38153 0.76912  -1.286
C -2.21564 -4.55113 -1.36281  -1.982
C -4.64754 2.00781 -1.94968  -1.070
H -3.44556 -2.01560 5.87596  0.405
H -3.76157 -4.06618 0.91216  0.500
H 5.44373 -4.19954 1.31335  0.454
H -2.04905 -3.78014 1.28178  0.406
H -3.80974 0.88700 -3.61841  0.269
H -5.81701 1.86019 0.73416  0.516
H 2.45091 5.34339 -2.96063  0.420
H -3.04496 -5.25524 -1.30505  0.436
H -1.94790 -4.42090 -2.41135  0.411
H 6.10464 2.04785 -0.14939  0.312
H -3.62444 -2.42346 -2.50924  0.424
H 2.77253 -0.32732 4.97686  0.277
H 4.92796 -2.08257 2.47224  0.448
H -5.62202 2.12303 -1.47402  0.339
H 2.73466 -2.39254 -3.59295  0.312
H 2.62384 -1.08401 6.57000  0.409
H -1.40329 -0.62327 6.01228  0.475
H -0.98000 4.08063 -4.32514  0.412
H -4.68459 -3.33515 -1.42646  0.501
H 4.33855 4.73618 -4.47065  0.384
H 0.41936 -2.06177 5.91006  0.463
H 5.59584 0.36426 -1.96364  0.465
H 7.57029 1.25337 -0.74416  0.408
H -2.15377 2.64248 -2.93171  0.657
H -1.44368 6.29616 -3.24490  0.410
H -1.36162 -4.97124 -0.83198  0.401
H 0.96643 -2.35025 -3.48416  0.227
H -4.17172 -1.69698 -0.99023  -0.061
H 3.77253 -3.73989 0.95612  0.259
H -4.94929 1.31041 2.15211  0.436
H -3.19501 0.21229 2.82244  0.379
H -4.35404 2.98832 -2.33413  0.382
H 1.86811 -3.66426 -2.70126  0.323
H -5.48583 1.39672 -3.85356  0.442
H -2.57095 0.16906 4.96714  0.445
H 2.69746 -2.01792 -1.27350  0.144
H 4.05019 2.06458 -1.77247  0.644
H -5.25828 -1.07422 1.41737  0.138
H 5.04506 -3.48532 -0.24998  0.285
H 6.86062 0.76589 0.80054  0.331
H 1.70293 -2.60358 4.83426  0.402
H -3.17213 -2.41803 1.21481  -0.088
H 3.93616 3.02090 -4.29782  0.300
H -1.69442 4.98108 -2.08652  0.236
H 3.63778 4.32948 -2.14956  0.454
H 6.12292 -1.78715 1.21717  0.399
H -5.11663 0.05051 -2.77351  0.207
H 6.32032 -0.89714 -0.97353  0.486
H -3.33515 -2.06228 4.10959  0.150
H -2.10406 -2.85965 5.09094  0.310
H 0.47384 5.07476 -4.25375  0.411
H 1.49894 0.19020 6.08076  0.320
H -6.13981 -0.50600 -0.00963  0.232
H 2.77006 -1.94196 2.92647  0.477
H -6.80147 -0.23876 1.60442  0.460
H 2.80391 4.11910 -5.09118  0.336
H -0.22320 5.94861 -2.01239  0.311

Atoms 1-6, force components in eV/Å:
Mn -0.3 0.7 0.5
O 0.2 -0.2 -0.2
N 0.0 0.0 -0.2
N 0.0 -0.2 0.1
N 0.2 0.1 0.0
N -0.2 -0.1 0.0